Computed, not measured: a molecular structure, C17H34MnO2P2 in a non-equilibrium geometry, with ωB97M-V/def2-TZVPD.

The calculation puts the largest force on an atom at 4.15 eV Å⁻¹. The gap between HOMO and LUMO (spin up / spin down) comes out at 4.56 / 7.79 eV. The spin multiplicity is 6. Its LUMO energy (spin up / spin down) is 0.50 / 0.39 eV. As for the expectation value of S²: 8.835. The highest occupied orbital energy (spin up / spin down) comes out at -4.067 / -7.405 eV. The calculation puts the relative energy (zero: lowest compared OMol25 entry of this formula, charge and spin) at 59.7 kcal per mole.

Cartesian coordinates (Å):
Mn -0.220 -0.080 -0.783
P 0.186 -1.790 -2.154
P -0.053 1.870 -1.798
O -0.667 0.678 2.145
O -0.217 2.461 0.860
C 0.502 1.573 -6.225
C 0.183 -1.455 0.647
C -1.386 -0.494 -7.423
C -0.168 -0.552 -3.461
C -1.697 2.592 -2.051
C 1.196 3.143 -1.699
C 0.686 -1.370 -6.321
C 0.330 0.895 -3.306
C -0.835 1.637 -6.097
C 1.621 -0.565 -7.167
C -0.381 1.236 0.953
C 1.211 0.919 -7.373
C -0.730 1.495 3.335
C -1.006 -3.133 -2.295
C -1.779 0.961 -7.030
C -0.653 -1.273 -6.379
C 1.879 -2.384 -2.380
H 1.050 -1.082 1.205
H 0.374 -2.499 0.361
H -2.328 -1.031 -7.628
H -1.133 2.489 3.144
H -0.775 -3.736 -3.184
H -1.953 3.126 -1.126
H 2.102 -3.069 -1.547
H -0.185 1.494 -4.053
H -1.387 0.955 4.018
H 0.944 3.978 -2.366
H 2.619 -0.585 -6.710
H 1.953 -2.906 -3.346
H -2.776 0.934 -6.574
H 1.735 -1.027 -8.162
H 1.169 -2.181 -5.761
H -1.311 2.360 -5.426
H -1.886 1.543 -7.961
H 2.147 1.483 -7.529
H 2.177 2.725 -1.966
H -1.302 -1.881 -5.739
H -1.225 -0.595 -3.765
H 0.261 1.567 3.783
H -2.450 1.805 -2.217
H 1.176 2.150 -5.579
H -0.927 -3.739 -1.378
H -0.836 -0.480 -8.383
H 0.643 1.021 -8.316
H -1.682 3.284 -2.903
H -0.680 -1.421 1.328
H 1.406 0.975 -3.534
H 2.586 -1.539 -2.338
H 1.211 3.473 -0.658
H 0.402 -0.989 -4.277
H -2.025 -2.716 -2.353

***

Computed, not measured: a molecular structure, C17H34N3OPPtSSi in a non-equilibrium geometry, with ωB97M-V/def2-TZVPD.

The calculation puts the largest force on an atom at 3.09 eV Å⁻¹. The gap between HOMO and LUMO (spin up / spin down) comes out at 2.20 / 6.31 eV. The spin multiplicity is 5. Its LUMO energy (spin up / spin down) is -0.20 / -0.91 eV. As for the expectation value of S²: 6.040. The highest occupied orbital energy (spin up / spin down) comes out at -2.404 / -7.220 eV.

Cartesian coordinates (Å):
Pt 0.842 -0.233 -0.769
S 1.792 -0.485 1.950
P -0.132 0.264 -2.748
Si 2.867 0.477 -1.512
O -1.545 3.483 -1.332
N -0.507 -1.707 -0.322
N 0.692 0.514 4.072
N -0.839 -0.602 2.724
C 0.417 -0.192 2.963
C 3.454 2.129 -0.852
C -1.152 3.621 -0.174
C -0.223 0.647 5.200
C -1.896 -0.513 3.745
C 1.267 -4.762 -1.389
C -1.652 0.616 4.724
C 0.276 1.802 -3.657
C 0.241 -1.130 -3.895
C 0.233 -5.685 -1.205
C -1.016 -5.276 -0.705
C -1.245 -3.955 -0.410
C 1.066 -3.428 -1.075
C -1.875 3.064 1.026
C 0.130 4.363 0.099
C -1.949 0.401 -2.713
C -0.218 -2.978 -0.594
H 1.681 0.706 4.221
H -1.925 1.583 4.283
H -0.015 -0.158 5.915
H -2.719 2.484 0.671
H 3.086 2.948 -1.479
H 0.414 -6.736 -1.444
H 4.550 2.162 -0.863
H 0.120 5.270 -0.516
H -2.374 -0.487 -2.226
H -1.243 2.423 1.644
H -0.188 1.780 -4.657
H -2.348 0.505 -3.735
H 3.112 2.271 0.176
H -2.849 -0.371 3.235
H 1.310 -1.375 -3.833
H -0.341 -2.010 -3.590
H 3.951 -0.486 -1.124
H -1.951 -1.471 4.274
H -2.299 0.470 5.593
H 2.239 -5.067 -1.783
H -1.820 -6.008 -0.558
H 1.359 1.931 -3.767
H -0.009 -0.884 -4.938
H -2.223 -3.591 -0.067
H -0.155 2.645 -3.095
H -2.248 3.878 1.668
H 0.013 1.591 5.693
H -0.996 -1.122 1.856
H 0.973 3.742 -0.238
H 0.278 4.609 1.151
H 2.976 0.604 -3.007
H -2.195 1.315 -2.146
H 1.859 -2.693 -1.237
H 0.948 -0.893 0.772

***

Computed, not measured: 2 unconnected molecules or ions with the total composition C17H34N4O3PS in a non-equilibrium geometry, with ωB97M-V/def2-TZVPD.

The calculation puts the largest force on an atom at 6.02 eV Å⁻¹. The gap between HOMO and LUMO comes out at 7.12 eV. Its LUMO energy is -4.70 eV. The highest occupied orbital energy comes out at -11.824 eV. Its total charge is +1.

Cartesian coordinates (Å):
S 2.017 0.713 -1.997
P -3.791 3.424 -0.144
O -5.275 2.987 -0.273
O 4.123 2.783 -2.060
O 1.899 -5.558 0.771
N 2.625 4.662 -2.079
N 1.871 3.513 -2.077
N 0.100 -2.936 0.369
N -1.053 3.385 0.741
C 3.212 -5.728 1.293
C -1.716 2.066 1.099
C -2.639 1.899 -0.194
C -1.929 -1.056 -1.548
C -3.640 0.666 -0.348
C 1.935 0.307 -0.176
C -1.569 2.250 -1.331
C -1.612 -2.660 -1.529
C -0.071 -2.899 -1.137
C 3.319 -5.083 2.661
C -0.963 3.572 -0.588
C 1.705 1.580 0.766
C -0.759 0.878 1.582
C 2.767 2.384 -2.060
C -2.968 -0.787 -0.360
C 0.716 1.335 2.003
C 3.968 4.206 -2.075
H -4.354 0.698 0.550
H -3.831 -1.539 -0.510
H 0.621 -2.121 -1.623
H 2.741 1.854 1.194
H 3.929 -5.285 0.595
H -0.738 4.070 1.455
H -1.244 0.428 2.526
H 3.412 -6.799 1.359
H 0.210 -3.954 -1.496
H 1.045 -2.626 0.628
H -1.771 -3.120 -2.571
H 4.926 4.809 -2.045
H -3.532 4.338 -1.225
H 0.603 2.361 2.525
H -4.295 0.780 -1.287
H -3.646 4.050 1.155
H -0.611 1.610 -1.396
H -2.320 -0.784 -2.581
H 1.339 2.515 0.226
H 1.731 -4.607 0.707
H -0.603 -2.292 0.757
H 1.217 0.648 2.770
H 3.097 -4.013 2.603
H -2.494 2.194 1.938
H -0.509 4.480 -1.105
H 1.168 -0.528 -0.066
H -1.906 2.612 -2.355
H 4.321 -5.212 3.076
H -2.510 -1.059 0.659
H -2.235 -3.200 -0.729
H 2.947 -0.154 0.134
H -0.653 0.015 0.848
H -0.919 -0.548 -1.376
H 2.593 -5.522 3.350

***

Computed, not measured: a molecular structure, C17H35AlBr2F3N10O8 in a non-equilibrium geometry, with ωB97M-V/def2-TZVPD.

The calculation puts the largest force on an atom at 2.58 eV Å⁻¹. The gap between HOMO and LUMO comes out at 7.38 eV. Its LUMO energy is 1.85 eV. The highest occupied orbital energy comes out at -5.528 eV. Its total charge is -1.

Cartesian coordinates (Å):
Br 2.743 2.626 1.690
Br 5.640 3.155 -1.963
Al 1.002 -0.227 -0.953
F 4.805 1.230 0.549
F 3.190 4.028 -1.051
F 5.216 3.337 0.913
O 1.861 4.877 4.153
O -0.834 -2.481 -1.413
O 3.926 -1.961 -1.381
O -1.389 1.656 0.124
O 1.655 -0.539 0.718
O -0.343 7.466 7.025
O -2.482 -2.619 -4.882
O -5.018 -4.707 -6.962
N 0.840 7.324 8.952
N -6.614 -4.684 -5.362
N -7.008 -5.704 -7.384
N 3.084 6.274 2.860
N -0.918 -0.194 -1.077
N 1.831 -1.404 -2.253
N -1.047 6.048 8.644
N -0.532 -3.763 -4.798
N 1.402 7.096 4.199
N -2.296 -4.557 -6.045
C 3.909 2.861 -1.016
C -2.999 -1.603 -1.715
C 2.098 6.006 3.765
C 2.841 -1.830 -1.793
C -1.536 0.463 0.018
C -1.477 -1.461 -1.367
C 3.180 1.710 -1.791
C -2.430 -0.226 1.077
C 1.917 -2.765 1.824
C -1.814 -3.584 -5.221
C 4.246 2.447 0.460
C -0.194 6.979 8.132
C 0.986 -1.576 1.413
C -6.139 -5.011 -6.593
C 1.867 -3.987 0.860
C 2.266 -5.338 1.547
C 1.637 1.642 -1.478
H -1.922 -1.019 1.662
H 3.616 5.492 2.516
H 0.666 6.937 4.869
H 0.982 6.936 9.865
H -0.146 -3.062 -4.184
H -3.381 -0.598 0.634
H 3.309 1.948 -2.869
H -3.125 -2.175 -2.671
H -3.246 -4.455 -6.377
H 3.737 0.772 -1.597
H 1.570 -5.633 2.362
H 2.202 -6.157 0.788
H 1.315 2.422 -0.762
H 1.532 -3.128 2.814
H 2.637 -3.823 0.069
H -5.996 -4.171 -4.754
H 1.490 8.007 8.606
H 2.955 -2.422 2.033
H 3.327 -5.338 1.883
H -1.762 -5.355 -6.331
H -7.934 -5.964 -7.100
H 3.298 7.194 2.524
H 0.077 -1.975 0.905
H 1.583 8.032 3.891
H -6.688 -5.962 -8.300
H -1.819 5.769 8.066
H -2.739 0.552 1.809
H -0.942 5.634 9.551
H 0.037 -4.544 -5.061
H 0.624 -1.127 2.380
H -3.432 -0.579 -1.799
H 1.108 1.861 -2.438
H -3.483 -2.116 -0.858
H 0.868 -4.126 0.393
H -7.531 -4.922 -5.036

***

Computed, not measured: 5 unconnected molecules or ions with the total composition C17H35BN5O2 in a non-equilibrium geometry, with ωB97M-V/def2-TZVPD.

The calculation puts the largest force on an atom at 3.31 eV Å⁻¹. The gap between HOMO and LUMO comes out at 9.42 eV. Its LUMO energy is -3.42 eV. The highest occupied orbital energy comes out at -12.841 eV. Its total charge is +1.

Cartesian coordinates (Å):
O 1.806 -1.239 2.795
O 0.476 0.887 2.796
N 4.294 -3.344 0.490
N 0.494 -0.570 0.750
N -4.083 5.307 -4.732
N -2.557 2.748 -0.037
N -1.198 -1.782 -1.749
C -6.858 4.066 -2.562
C 5.139 -2.661 2.915
C -0.763 -2.533 -2.520
C 5.309 -3.912 3.780
C -5.765 3.013 -2.712
C -0.752 0.687 3.554
C 4.661 -3.043 1.550
C -0.195 -3.493 -3.511
C 1.081 3.257 -0.669
C -4.357 3.611 -2.706
C 0.648 -4.539 -2.778
C 0.413 4.567 -0.273
C 4.008 -4.686 3.966
C -1.722 3.465 0.335
C 1.812 -3.920 -2.013
C -4.202 4.565 -3.846
C -0.647 4.384 0.817
B 0.934 -0.293 2.183
H 6.091 -2.135 2.822
H 6.054 -4.574 3.332
H 0.414 -2.943 -4.233
H -1.011 -3.974 -4.054
H -5.929 2.462 -3.643
H 4.170 -5.551 4.612
H 0.362 2.551 -1.096
H -7.842 3.592 -2.542
H 1.464 -3.241 -1.229
H 1.036 -5.258 -3.503
H 0.432 0.322 0.225
H 4.416 -1.976 3.366
H 1.174 5.264 0.086
H -3.611 2.819 -2.802
H -0.532 -0.063 4.372
H 2.469 -3.361 -2.684
H -0.199 3.962 1.721
H 3.622 -5.060 3.015
H 0.019 -5.098 -2.078
H -0.430 -1.033 0.680
H -1.615 0.280 2.949
H 1.849 3.433 -1.423
H 2.405 -4.696 -1.527
H 1.557 2.785 0.198
H 5.690 -3.616 4.761
H 1.317 -2.073 2.933
H 3.240 -4.057 4.427
H -5.849 2.293 -1.893
H -1.058 1.696 3.946
H 1.204 -1.191 0.325
H -6.734 4.630 -1.634
H -0.039 5.016 -1.161
H -4.169 4.141 -1.770
H -1.090 5.347 1.077
H -6.855 4.771 -3.396

***

Computed, not measured: 3 unconnected molecules or ions with the total composition C17H35F3N3O4 in a non-equilibrium geometry, with ωB97M-V/def2-TZVPD.

The calculation puts the largest force on an atom at 3.38 eV Å⁻¹. The gap between HOMO and LUMO comes out at 7.94 eV. Its LUMO energy is -4.53 eV. The highest occupied orbital energy comes out at -12.475 eV. The calculation puts the relative energy (zero: lowest compared OMol25 entry of this formula, charge and spin) at 21.4 kcal per mole. Its total charge is +1.

Cartesian coordinates (Å):
F -4.560 2.631 0.765
F -5.921 1.199 -0.043
F -4.757 0.704 1.677
O 4.307 1.451 -2.099
O 4.041 1.812 0.061
O -0.735 2.170 2.444
O -0.556 -4.685 -1.623
N -2.981 -0.426 0.192
N -1.757 -2.233 -0.713
N -1.122 -0.132 -1.352
C 0.335 -6.548 -2.874
C -4.724 1.342 0.502
C -2.511 1.848 -0.524
C -3.604 0.769 -0.422
C 1.829 -4.729 -2.001
C 2.207 0.810 -1.344
C -0.588 2.626 4.812
C -1.170 4.432 3.168
C 0.458 -5.066 -2.565
C 3.618 1.384 -1.166
C 4.036 0.744 1.027
C 0.008 2.027 -0.654
C 4.761 -0.527 0.500
C -0.364 3.167 3.410
C 1.198 1.991 -1.668
C -1.253 1.344 -1.252
C -1.934 -0.878 -0.625
H -4.088 0.556 -1.384
H 5.700 -0.276 -0.007
H -0.252 3.093 -0.534
H -0.296 3.356 5.567
H -1.116 -0.414 -2.331
H 1.777 2.922 -1.590
H -1.305 1.732 -2.283
H 3.026 0.486 1.386
H -1.673 1.979 2.569
H 5.036 -1.121 1.389
H -0.412 -5.194 -0.816
H -0.656 -6.776 -3.269
H 2.620 -4.989 -2.704
H -1.018 -2.656 -0.169
H 2.005 -5.267 -1.065
H 1.901 -3.663 -1.775
H -2.925 2.697 -1.092
H -0.895 5.216 3.874
H -1.006 4.804 2.154
H 4.623 1.093 1.887
H 1.844 0.307 -0.434
H 1.082 -6.862 -3.604
H 0.815 1.892 -2.695
H -1.641 2.370 4.964
H 0.277 1.626 0.331
H 0.283 -4.486 -3.473
H 0.462 -7.145 -1.967
H 0.697 3.373 3.262
H -2.241 4.234 3.266
H -0.012 1.713 4.968
H -2.188 2.241 0.452
H -2.623 -0.229 1.129
H -2.289 -2.804 -1.357
H 4.073 -1.131 -0.110
H 2.155 0.097 -2.174

***

Computed, not measured: a molecular structure, C17H35FNO10S4V in a non-equilibrium geometry, with ωB97M-V/def2-TZVPD.

The calculation puts the largest force on an atom at 1.72 eV Å⁻¹. The gap between HOMO and LUMO (spin up / spin down) comes out at 8.39 / 9.00 eV. The spin multiplicity is 4. Its LUMO energy (spin up / spin down) is -1.88 / -2.01 eV. As for the expectation value of S²: 3.753. The highest occupied orbital energy (spin up / spin down) comes out at -10.266 / -11.012 eV. Its total charge is +1.

Cartesian coordinates (Å):
V 1.287 2.475 0.921
S -0.434 3.182 3.910
S 4.551 0.822 0.864
S 2.302 2.555 -2.426
S -2.151 2.699 -0.032
F 4.971 -4.589 -1.933
O 0.668 0.283 -0.222
O -4.585 -2.027 -1.118
O -5.919 -0.553 -0.052
O -4.360 -1.540 1.066
O 0.716 0.574 1.910
O 3.252 1.466 0.473
O 0.256 3.159 2.578
O -0.170 -1.247 1.084
O -0.671 2.788 0.112
O 1.689 2.884 -1.102
N 0.390 -0.172 0.909
C 3.068 -3.611 -0.992
C -1.184 1.565 4.120
C 2.386 -6.117 0.047
C 1.663 3.755 -3.592
C -2.556 0.967 -0.193
C -2.497 3.135 -1.727
C 5.162 0.158 -0.675
C 4.116 -0.728 1.634
C -4.922 -1.437 -0.131
C 3.824 -4.731 -1.227
C 3.509 -5.985 -0.751
C 1.598 -5.001 0.318
C -3.090 -2.201 1.072
C 1.373 1.159 -3.021
C -1.953 4.107 3.645
C 1.936 -3.767 -0.197
C -6.757 -0.489 -1.216
H -2.282 0.424 0.708
H 0.312 1.374 -2.907
H 1.655 0.896 -4.040
H -1.829 1.361 3.267
H -1.809 5.114 4.023
H -3.197 -3.287 1.110
H -2.758 3.599 4.171
H 1.606 0.296 -2.398
H -2.161 4.105 2.577
H -2.206 4.166 -1.915
H -3.580 3.105 -1.878
H 4.138 -6.806 -1.070
H 5.644 0.981 -1.201
H 3.449 -2.638 -1.267
H -0.387 0.825 4.101
H 2.191 -7.081 0.496
H -7.649 0.041 -0.895
H 5.920 -0.600 -0.482
H -2.512 -1.937 0.193
H -2.594 -1.909 1.993
H 2.170 4.700 -3.443
H 1.333 -2.895 0.038
H -6.976 -1.488 -1.575
H 1.863 3.339 -4.581
H 4.325 -0.260 -1.227
H -6.271 0.117 -1.980
H 4.984 -1.386 1.571
H 0.579 3.806 -3.484
H -3.625 0.898 -0.401
H 3.259 -1.205 1.157
H -1.995 0.544 -1.029
H 3.891 -0.561 2.686
H -2.000 2.424 -2.384
H -1.676 1.585 5.090
H 0.720 -5.185 0.925

***

no.,E_tot (hartree)
1,-2652.0642
2,-2055.7847
3,-1851.9724
4,-7508.7060
5,-1117.6879
6,-1433.3069
7,-4112.1849